Version one
A 2-piece molecular cluster, C3H10N2O2 overall, computed with wB97M-V/def2-TZVPD.

```
! wB97M-V def2-TZVPD RIJCOSX def2/J DEFGRID3
* xyz 0 1
C -2.545 -0.102 -1.193
C -1.767 -0.238 0.128
N -0.393 0.184 -0.109
C 0.603 0.161 0.814
N 0.234 -0.118 2.111
O 1.727 0.627 0.603
H -2.030 -0.475 -2.076
H -2.847 0.924 -1.350
H -3.423 -0.736 -1.035
H -2.270 0.513 0.757
H -1.781 -1.174 0.674
H -0.182 0.790 -0.884
H 0.928 0.122 2.786
H -0.676 -0.485 2.245
O 2.072 -0.299 -1.834
H 2.513 -1.143 -1.690
H 2.092 0.094 -0.921
*
```

Output
LUMO level: 0.690 eV
HOMO level: -9.71 eV
SMILES string: CCNC(N)=O.O
HOMO-LUMO gap: 10.395 eV

---

Version two
C3H10N2O2 as an isolated structure, computed with wB97M-V/def2-TZVPD.

```
! wB97M-V def2-TZVPD RIJCOSX def2/J DEFGRID3
* xyz 0 1
C -1.174 0.203 0.637
N -1.713 -0.625 -0.317
N -1.664 1.499 0.663
O -0.956 -0.268 1.915
H -0.526 -1.131 1.870
H 0.153 0.337 0.110
H -1.183 -0.469 -1.239
H -1.104 2.170 1.167
H -2.188 1.775 -0.153
H -1.612 -1.606 -0.088
C 2.139 -0.600 -0.295
C 0.998 0.196 -0.921
O 0.308 -0.345 -1.859
H 1.240 1.275 -1.026
H 2.522 -0.119 0.609
H 1.804 -1.612 -0.057
H 2.956 -0.680 -1.016
*
```

Output
LUMO level: 0.502 eV
HOMO level: -8.73 eV
HOMO-LUMO gap: 9.227 eV

---

Version three
C3H10N2O2 as an isolated structure, computed with wB97M-V/def2-TZVPD.

```
! wB97M-V def2-TZVPD RIJCOSX def2/J DEFGRID3
* xyz 0 1
C -1.149 0.717 0.771
N -2.641 -0.399 -1.017
O -1.303 0.019 -0.858
H -2.658 -1.417 -1.072
H -2.958 -0.018 -1.905
H -1.587 -0.114 1.313
H -0.301 1.178 1.263
H -1.865 1.510 0.581
N 2.388 1.011 0.790
C 1.378 -1.087 0.090
C 1.507 0.257 0.000
O 0.483 -1.814 -0.585
H -0.251 -1.169 -0.897
H 2.863 1.744 0.283
H 3.052 0.454 1.308
H 2.051 -1.679 0.707
H 0.991 0.807 -0.773
*
```

Output
LUMO level: 0.916 eV
HOMO level: -7.11 eV
HOMO-LUMO gap: 8.027 eV

---

Version four
One molecule with the formula C3H10N2O2, computed with wB97M-V/def2-TZVPD.

```
! wB97M-V def2-TZVPD RIJCOSX def2/J DEFGRID3
* xyz 0 1
C -0.601 1.293 0.838
C 0.057 0.216 -0.035
O -0.237 0.477 -1.549
C -0.727 -1.143 0.083
O -2.090 -1.010 -0.251
N 1.440 0.116 0.287
N 2.193 -0.983 -0.068
H 0.042 1.380 1.796
H -0.568 2.212 0.354
H -1.663 0.985 1.019
H 0.049 1.313 -1.704
H -0.672 -1.313 1.258
H -0.223 -1.940 -0.389
H -2.227 -0.996 -1.202
H 1.809 0.940 0.011
H 1.676 -1.774 0.309
H 2.456 -1.049 -1.086
*
```

Output
LUMO level: 0.785 eV
HOMO level: -8.69 eV
SMILES string: C[C@](O)(CO)NN
HOMO-LUMO gap: 9.471 eV

---

Relative energies, unit kJ/mol: version one 0.0; version two 241.8; version three 491.6; version four 283.5

---

Version one
A 2-piece molecular cluster, C3H10N2O2 overall, computed with wB97M-V/def2-TZVPD.

```
! wB97M-V def2-TZVPD RIJCOSX def2/J DEFGRID3
* xyz 0 1
C 0.314 -2.106 -0.454
C -2.280 0.946 0.178
C -0.240 -0.126 0.661
N 2.736 0.116 0.171
N 1.767 0.989 -0.213
O 0.384 -1.334 0.732
O -1.349 -0.063 -0.121
H -0.681 -2.555 -0.565
H 1.062 -2.897 -0.355
H 0.525 -1.485 -1.331
H -3.275 0.515 0.051
H -2.156 1.788 -0.511
H -2.173 1.305 1.207
H -0.267 0.366 1.626
H 2.787 -0.132 1.158
H 2.730 -0.708 -0.421
H 1.708 1.739 0.476
*
```

Output
LUMO level (spin up / spin down): 0.958 / 0.945 eV
HOMO level (spin up / spin down): -6.43 / -7.15 eV
HOMO-LUMO gap (spin up / spin down): 7.387 / 8.093 eV

---

Version two
A 2-piece molecular cluster, C3H10N2O2 overall, computed with wB97M-V/def2-TZVPD.

```
! wB97M-V def2-TZVPD RIJCOSX def2/J DEFGRID3
* xyz 0 1
N -2.556 -0.963 0.143
C -1.344 -0.324 0.438
C -0.890 0.503 -0.743
N 0.517 0.911 -0.825
C 1.162 1.638 0.153
O 2.111 1.293 0.767
H -2.361 -1.935 -0.042
H -3.115 -0.869 0.942
H -0.551 -1.020 0.470
H -1.153 0.273 1.278
H -1.046 -0.085 -1.642
H -1.476 1.395 -0.657
H 1.134 0.128 -1.019
H 0.662 2.670 0.357
O 2.784 -1.320 -0.180
H 2.940 -0.384 0.028
H 3.182 -1.912 0.530
*
```

Output
LUMO level: 0.876 eV
HOMO level: -9.38 eV
SMILES string: NCCNC=O.O
HOMO-LUMO gap: 10.258 eV

---

Relative energies, unit kJ/mol: version one 366.4; version two 0.0

---

Version one
C24H19F6N5O6PPdS5 as an isolated structure, computed with wB97M-V/def2-TZVPD.

```
! wB97M-V def2-TZVPD RIJCOSX def2/J DEFGRID3
* xyz 1 1
Pd 0.518 0.682 -0.930
N -7.265 0.504 -3.286
C -6.068 0.231 -2.732
C -4.882 0.621 -3.384
C -3.664 0.356 -2.811
C -3.606 -0.311 -1.592
C -4.758 -0.710 -0.925
C -5.982 -0.436 -1.494
S -1.986 -0.567 -0.958
O -1.079 -0.607 -2.097
O -1.884 -1.636 -0.008
N -1.526 0.818 -0.243
C -1.804 1.254 0.976
N -2.936 0.958 1.620
C -3.160 1.509 2.793
C -2.273 2.385 3.402
C -1.083 2.585 2.708
N -0.866 2.039 1.540
H -7.309 1.008 -4.153
H -8.122 0.279 -2.811
H -4.951 1.134 -4.330
H -2.737 0.636 -3.287
H -4.677 -1.220 0.021
H -6.895 -0.726 -0.997
H -4.094 1.232 3.267
H -2.484 2.853 4.349
H -0.280 3.188 3.110
S 1.181 -1.969 -0.832
P 1.885 -1.482 1.028
S 1.369 0.458 1.468
C 3.702 -1.628 1.108
C 4.287 -2.772 1.641
C 5.664 -2.903 1.605
C 6.447 -1.906 1.045
C 5.856 -0.751 0.558
C 4.482 -0.604 0.588
C 1.254 -2.611 2.309
C 1.442 -2.217 3.629
C 1.082 -3.076 4.649
C 0.561 -4.326 4.345
C 0.387 -4.718 3.026
C 0.726 -3.855 1.997
H 3.682 -3.550 2.080
H 6.120 -3.792 2.011
H 7.518 -2.027 0.992
H 6.458 0.041 0.146
H 4.018 0.289 0.197
H 1.866 -1.248 3.848
H 1.215 -2.771 5.676
H 0.300 -4.998 5.147
H -0.009 -5.694 2.792
H 0.587 -4.135 0.964
F 4.883 1.895 -2.466
C 3.855 2.633 -2.900
F 3.829 2.533 -4.217
F 4.076 3.869 -2.515
S 2.318 1.887 -2.099
O 2.729 0.538 -1.762
O 2.035 2.662 -0.921
N 1.033 1.759 -3.021
S 0.621 3.201 -3.575
O 1.782 4.018 -3.436
O -0.111 3.163 -4.784
C -0.595 3.892 -2.277
F -0.517 3.157 -1.136
F -1.867 3.836 -2.665
F -0.301 5.145 -1.985
*
```

Output
LUMO level (spin up / spin down): -7.311 / -7.275 eV
HOMO level (spin up / spin down): -10.86 / -10.86 eV
HOMO-LUMO gap (spin up / spin down): 3.550 / 3.581 eV

---

Version two
C24H19F6N5O6PPdS5 as an isolated structure, computed with wB97M-V/def2-TZVPD.

```
! wB97M-V def2-TZVPD RIJCOSX def2/J DEFGRID3
* xyz 1 1
Pd -0.978 1.861 0.011
N -1.994 -6.289 -1.898
C -2.105 -4.967 -1.538
C -1.327 -3.990 -2.175
C -1.394 -2.673 -1.774
C -2.220 -2.316 -0.713
C -3.013 -3.267 -0.081
C -2.956 -4.581 -0.494
S -2.354 -0.639 -0.280
O -3.226 0.079 -1.164
O -0.917 -0.107 -0.392
N -2.766 -0.673 1.220
C -2.826 0.452 1.945
N -3.465 0.360 3.127
C -3.605 1.440 3.857
C -3.118 2.695 3.474
C -2.416 2.731 2.306
N -2.243 1.624 1.549
H -1.610 -6.491 -2.805
H -2.738 -6.907 -1.621
H -0.677 -4.274 -2.993
H -0.815 -1.919 -2.289
H -3.660 -2.972 0.734
H -3.571 -5.326 -0.003
H -4.125 1.314 4.801
H -3.261 3.582 4.071
H -1.959 3.639 1.940
S 2.685 -0.221 2.844
P 1.749 -0.657 1.079
S 0.673 0.425 2.418
C 1.292 -2.344 0.832
C 2.125 -3.143 0.043
C 1.837 -4.489 -0.087
C 0.736 -5.029 0.566
C -0.082 -4.231 1.354
C 0.186 -2.880 1.490
C 2.402 0.149 -0.351
C 2.001 -0.288 -1.616
C 2.491 0.360 -2.736
C 3.357 1.435 -2.592
C 3.742 1.875 -1.332
C 3.269 1.232 -0.203
H 2.989 -2.721 -0.456
H 2.474 -5.118 -0.694
H 0.511 -6.082 0.456
H -0.939 -4.658 1.856
H -0.463 -2.248 2.085
H 1.310 -1.114 -1.716
H 2.189 0.032 -3.721
H 3.734 1.940 -3.472
H 4.407 2.721 -1.228
H 3.572 1.563 0.781
F -0.611 6.117 -1.967
C -0.493 4.851 -2.319
F 0.242 4.744 -3.413
F -1.687 4.316 -2.520
S 0.346 3.934 -0.953
O -0.636 3.925 0.167
O 0.434 2.537 -1.435
N 1.701 4.568 -0.750
S 2.080 5.705 0.353
O 3.166 6.462 -0.153
O 0.921 6.303 0.923
C 2.781 4.617 1.670
F 3.899 4.028 1.245
F 3.048 5.339 2.743
F 1.901 3.658 1.994
*
```

Output
LUMO level: -4.121 eV
HOMO level: -11.07 eV
HOMO-LUMO gap: 6.946 eV

---

Relative energies, unit kJ/mol: version one 436.4; version two 0.0

---

Version one
C3H4N2O as an isolated structure, computed with wB97M-V/def2-TZVPD.

```
! wB97M-V def2-TZVPD RIJCOSX def2/J DEFGRID3
* xyz 0 3
C -0.138 -1.193 0.042
C -1.058 -0.080 0.041
C 1.380 0.474 0.008
N 1.098 -0.913 0.000
N -2.215 0.258 0.018
O 0.248 1.221 0.044
H -0.498 -2.139 -0.085
H 1.927 0.875 0.903
H 1.928 0.391 -0.875
H -2.670 1.107 -0.096
*
```

Output
LUMO level (spin up / spin down): 0.896 / -3.369 eV
HOMO level (spin up / spin down): -5.92 / -9.87 eV
HOMO-LUMO gap (spin up / spin down): 6.813 / 6.502 eV

---

Version two
A 2-piece molecular cluster, C3H4N2O overall, computed with wB97M-V/def2-TZVPD.

```
! wB97M-V def2-TZVPD RIJCOSX def2/J DEFGRID3
* xyz 0 3
C -2.214 -0.054 0.080
C -0.083 1.383 -0.568
C -0.914 0.449 0.162
N -3.262 -0.510 -0.140
N 0.257 -1.414 0.465
O -0.482 1.529 0.833
H 0.997 1.097 -0.889
H -0.709 2.144 -1.063
H -0.253 -1.947 -0.229
H -0.089 -1.617 1.388
*
```

Output
LUMO level (spin up / spin down): 0.832 / -2.368 eV
HOMO level (spin up / spin down): -7.59 / -11.18 eV
HOMO-LUMO gap (spin up / spin down): 8.426 / 8.809 eV

---

Version three
One molecule with the formula C3H4N2O, computed with wB97M-V/def2-TZVPD.

```
! wB97M-V def2-TZVPD RIJCOSX def2/J DEFGRID3
* xyz 0 3
C 0.203 0.448 -0.236
C 0.863 -1.849 0.269
C -1.086 1.185 -0.207
N 0.486 -0.660 0.567
N -0.169 2.116 0.267
O -1.209 1.619 1.103
H 0.748 0.567 -1.173
H 1.017 -2.528 1.088
H 1.028 -2.208 -0.752
H -1.880 1.311 -0.925
*
```

Output
LUMO level (spin up / spin down): 1.049 / -2.374 eV
HOMO level (spin up / spin down): -5.83 / -9.69 eV
HOMO-LUMO gap (spin up / spin down): 6.875 / 7.316 eV

---

Relative energies, unit kJ/mol: version one 0.0; version two 39.5; version three 258.8

---

Version one
One molecule with the formula C5H10OS, computed with wB97M-V/def2-TZVPD.

```
! wB97M-V def2-TZVPD RIJCOSX def2/J DEFGRID3
* xyz 0 1
C -1.010 -0.084 1.500
C -1.023 -0.102 0.018
C -2.246 -0.769 -0.541
C 0.315 -0.411 -0.717
S 1.909 -0.697 0.012
C -0.239 0.979 -0.686
O 0.368 1.985 0.080
H -1.896 0.401 1.940
H -0.955 -1.096 1.920
H -0.134 0.457 1.862
H -2.289 -0.708 -1.622
H -2.175 -1.845 -0.267
H -3.160 -0.382 -0.122
H 0.186 -0.987 -1.624
H 1.563 -1.317 1.116
H -0.735 1.359 -1.589
H 1.339 1.718 0.119
*
```

Output
LUMO level: 0.715 eV
HOMO level: -9.21 eV
SMILES string: CC1(C)[C@H](S)[C@@H]1O
HOMO-LUMO gap: 9.926 eV

---

Version two
A 2-piece molecular cluster, C5H10OS overall, computed with wB97M-V/def2-TZVPD.

```
! wB97M-V def2-TZVPD RIJCOSX def2/J DEFGRID3
* xyz 0 1
C -1.201 1.684 0.960
C -1.465 0.423 0.827
C -1.730 -0.839 0.702
C -2.218 -1.478 -0.563
H -1.949 2.391 1.277
H -0.221 2.081 0.753
H -1.600 -1.507 1.544
H -3.214 -1.896 -0.413
H -1.548 -2.287 -0.851
H -2.262 -0.749 -1.368
C 3.012 0.601 -0.335
S 1.481 -0.282 0.084
O 2.102 -1.618 0.849
H 3.525 0.914 0.570
H 2.699 1.468 -0.908
H 3.647 -0.038 -0.940
H 1.989 -1.529 1.803
*
```

Output
LUMO level: 0.713 eV
HOMO level: -8.57 eV
SMILES string: C=C=CC.CSO
HOMO-LUMO gap: 9.280 eV

---

Relative energies, unit kJ/mol: version one 0.0; version two 144.9

---

Version one
H2OSn as an isolated structure, computed with wB97M-V/def2-TZVPD.

```
! wB97M-V def2-TZVPD RIJCOSX def2/J DEFGRID3
* xyz 2 1
Sn -0.211 -2.062 1.324
O 0.242 0.490 -0.152
H 0.522 0.552 -1.065
H -0.553 1.021 -0.108
*
```

Output
LUMO level: -13.713 eV
HOMO level: -21.93 eV
HOMO-LUMO gap: 8.214 eV

---

Version two
H2OSn as an isolated structure, computed with wB97M-V/def2-TZVPD.

```
! wB97M-V def2-TZVPD RIJCOSX def2/J DEFGRID3
* xyz 2 1
Sn 4.907 -32.111 -29.115
O 6.219 -29.746 -29.746
H 7.089 -29.448 -29.415
H 6.381 -30.057 -30.654
*
```

Output
LUMO level: -13.664 eV
HOMO level: -22.78 eV
HOMO-LUMO gap: 9.115 eV

---

Relative energies, unit kJ/mol: version one 9.0; version two 0.0

---

Version one
C4H4ClNOS as an isolated structure, computed with wB97M-V/def2-TZVPD.

```
! wB97M-V def2-TZVPD RIJCOSX def2/J DEFGRID3
* xyz 0 1
C 1.306 0.578 0.679
C 0.824 -0.749 0.033
C -0.517 -1.433 0.204
C -1.527 -0.389 0.032
H -0.243 2.403 -1.193
H 2.018 0.322 1.619
H -0.567 -2.663 0.100
H -1.466 0.962 -0.056
N 1.167 1.722 0.170
O 0.212 1.524 -0.920
S 2.118 -1.665 -0.486
Cl -3.325 -0.614 -0.182
*
```

Output
LUMO level: -1.139 eV
HOMO level: -8.95 eV
HOMO-LUMO gap: 7.809 eV

---

Version two
One molecule with the formula C4H4ClNOS, computed with wB97M-V/def2-TZVPD.

```
! wB97M-V def2-TZVPD RIJCOSX def2/J DEFGRID3
* xyz 0 1
C -1.444 0.335 0.282
C 1.459 -0.006 -1.176
C -0.256 1.058 0.872
C -0.135 -1.459 -0.076
N -1.280 -0.899 -0.003
O 0.968 0.830 -1.860
S 1.196 -0.017 0.669
Cl 0.225 -3.041 0.423
H -2.339 0.853 -0.005
H 2.031 -0.884 -1.447
H -0.073 2.009 0.369
H -0.353 1.221 1.951
*
```

Output
LUMO level: 0.373 eV
HOMO level: -7.35 eV
HOMO-LUMO gap: 7.728 eV

---

Relative energies, unit kJ/mol: version one 260.8; version two 0.0

---

Version one
C4H4ClNOS as an isolated structure, computed with wB97M-V/def2-TZVPD.

```
! wB97M-V def2-TZVPD RIJCOSX def2/J DEFGRID3
* xyz 0 1
C 1.634 0.568 -0.205
C 0.990 -0.617 -0.024
C 3.500 0.003 -0.381
C -0.518 -0.694 -0.035
N 1.754 -1.725 -0.039
O 1.179 1.797 -0.398
S 3.330 -1.593 -0.005
Cl 4.738 1.072 0.066
H -0.837 -0.298 -0.996
H -0.809 -1.734 -0.029
H -0.727 -0.126 0.821
H 1.572 2.581 0.039
*
```

Output
LUMO level (spin up / spin down): -0.123 / -0.123 eV
HOMO level (spin up / spin down): -8.10 / -8.10 eV
HOMO-LUMO gap (spin up / spin down): 7.978 / 7.977 eV

---

Version two
One molecule with the formula C4H4ClNOS, computed with wB97M-V/def2-TZVPD.

```
! wB97M-V def2-TZVPD RIJCOSX def2/J DEFGRID3
* xyz 0 1
C -1.154 0.795 0.620
C -0.338 1.816 0.707
C 0.622 -0.274 -0.106
C 1.633 -1.651 -0.342
N -0.613 -0.411 0.055
O 1.897 2.181 -0.664
S 1.400 1.349 0.448
Cl 2.406 -1.593 1.338
H -2.240 0.637 0.804
H -0.517 2.704 1.206
H 2.559 -1.365 -0.953
H 1.157 -2.507 -0.735
*
```

Output
LUMO level: -0.569 eV
HOMO level: -9.40 eV
HOMO-LUMO gap: 8.832 eV

---

Relative energies, unit kJ/mol: version one 34.8; version two 0.0

---

Version one
A 2-piece molecular cluster, C7H15NO overall, computed with wB97M-V/def2-TZVPD.

```
! wB97M-V def2-TZVPD RIJCOSX def2/J DEFGRID3
* xyz 0 1
C -0.363 -2.152 -1.587
C 0.625 -1.769 -0.509
C 0.327 -0.491 0.850
C -1.080 -0.800 1.307
O 1.286 -0.496 1.608
H -0.064 -3.082 -2.083
H -1.366 -2.326 -1.184
H -0.453 -1.403 -2.378
H 1.643 -1.625 -0.869
H 0.690 -2.563 0.235
H -1.104 -1.806 1.730
H -1.361 -0.103 2.101
H -1.793 -0.739 0.486
C 0.632 0.813 -1.065
C 0.150 1.523 0.023
C 1.094 2.341 0.870
N -1.161 2.037 -0.015
H 1.695 0.731 -1.243
H -0.023 0.547 -1.884
H 2.086 1.892 0.903
H 0.723 2.395 1.898
H 1.169 3.359 0.480
H -1.548 2.220 0.904
H -1.806 1.498 -0.578
*
```

Output
LUMO level: 0.588 eV
HOMO level: -7.65 eV
SMILES string: CCC(C)=O.C=C(C)N
HOMO-LUMO gap: 8.243 eV

---

Version two
A 2-piece molecular cluster, C7H15NO overall, computed with wB97M-V/def2-TZVPD.

```
! wB97M-V def2-TZVPD RIJCOSX def2/J DEFGRID3
* xyz 0 1
C 0.039 0.049 -1.986
C 0.381 0.445 -0.581
C 0.939 1.827 -0.428
C 0.420 -0.539 0.406
C 0.603 -1.985 -0.008
C 1.033 -0.235 1.756
H -0.869 -0.555 -2.014
H -0.086 0.917 -2.630
H 0.842 -0.569 -2.397
H 0.372 2.536 -1.031
H 1.972 1.835 -0.793
H 0.944 2.175 0.601
H 1.558 -2.150 -0.513
H 0.565 -2.629 0.870
H -0.191 -2.302 -0.681
H 0.588 -0.882 2.514
H 2.108 -0.427 1.760
H 0.876 0.790 2.088
N -1.864 1.005 0.296
C -1.802 -0.412 0.633
O -2.381 -1.201 -0.111
H -1.863 1.672 1.055
H -2.407 1.197 -0.536
H -1.778 -0.564 1.730
*
```

Output
LUMO level: 0.781 eV
HOMO level: -7.81 eV
SMILES string: CC(C)=C(C)C.NC=O
HOMO-LUMO gap: 8.595 eV

---

Relative energies, unit kJ/mol: version one 131.8; version two 0.0